# 1
# C21H22N2O3S

A single C21H22N2O3S molecule (ωB97M-V/def2-TZVPD, the OMol25 dataset).

Its total charge is 0. The HOMO energy is -0.2893 Eh. The calculation puts the orbital gap at 8.49 eV. The SMILES is Cc1ccc(-n2c(C)cc(C(=O)NS(=O)(=O)c3ccc(C)cc3)c2C)cc1.

The geometry in XYZ format:
```
49
Properties=species:S:1:pos:R:3:forces:R:3
S -1.224534 -2.214211 -1.301671 0.0247 -0.1033 -0.3497
O 1.918075 -0.425056 -2.270942 0.0037 -0.1713 -0.0492
O -1.666891 -1.026447 -0.641122 -0.0683 0.1475 -0.3066
O -1.355350 -3.467893 -0.622206 0.0095 -0.1184 -0.2909
N 0.389689 -2.018087 -1.777412 -0.7767 -0.4803 -0.1682
N 1.256440 0.574182 1.851429 -0.0004 -0.1467 -0.3034
C -2.837533 -1.241905 -4.855464 0.0580 -0.0753 0.1332
C 0.621747 3.295592 4.260413 0.0798 -0.0104 0.0197
C 0.401371 2.269318 3.362028 0.0886 -0.1063 -0.1264
C 2.140915 4.800499 5.572266 -0.0047 -0.0427 0.0643
C 2.090073 1.831228 -0.136527 -0.0104 0.0275 -0.0165
C 1.204938 -0.939182 -1.430393 0.1854 0.5000 0.1151
C 2.982100 3.045866 3.983728 -0.0716 0.0492 0.0089
C 0.706590 -0.650700 2.168284 -0.1759 -0.6577 0.0902
C -2.812962 -3.637728 -4.726652 0.0144 0.1193 0.0020
C 0.345810 -1.006934 3.566677 -0.0112 0.0911 -0.0649
C 0.620569 -1.383902 1.024175 0.1975 0.2988 0.2793
C -1.990605 -2.329694 -2.910391 0.2527 -0.0709 0.5057
C -2.278087 -1.163435 -3.593465 -0.0431 0.1858 -0.0396
C -3.733093 -2.549520 -6.795297 -0.0539 0.0116 0.0136
C 2.773369 2.015251 3.086273 -0.1440 -0.1403 -0.0598
C -2.251345 -3.567562 -3.463144 0.0235 -0.1319 0.1258
C 1.527672 0.625628 0.521465 -0.0273 -0.1197 -0.6676
C 1.479323 1.622738 2.770062 0.1197 0.4220 0.3430
C 1.124433 -0.578878 -0.036693 0.3823 0.5291 0.6646
C 1.912441 3.699425 4.582920 0.0003 -0.0073 -0.0489
C -3.109503 -2.478550 -5.436352 0.0547 -0.0533 0.0682
H 0.170185 -2.076920 3.628975 -0.0056 -0.0552 0.0369
H 3.110087 5.268122 5.417557 0.0422 0.0735 0.0277
H 3.610432 1.506014 2.632604 0.0623 -0.0712 -0.0590
H 1.365123 5.558718 5.493639 -0.0121 0.0855 0.0295
H -4.801355 -2.345592 -6.722301 -0.0731 -0.0012 -0.0658
H 3.991922 3.345475 4.224174 0.0989 0.0390 0.0183
H -2.019073 -4.451835 -2.891124 -0.0070 -0.1647 0.0114
H -3.023106 -4.601368 -5.166610 -0.0152 -0.0941 -0.0421
H -0.603195 1.969901 3.103795 -0.0986 -0.0442 -0.0449
H -0.220905 3.795887 4.715377 -0.0899 0.0577 0.0357
H 2.116266 4.400067 6.586283 0.0155 0.0537 0.0839
H 0.248014 -2.383283 0.931083 -0.0524 -0.2409 0.1701
H -3.067024 -0.337554 -5.399260 -0.0148 0.1049 -0.0442
H -0.561658 -0.492879 3.883687 -0.0446 -0.0033 0.1120
H -3.604404 -3.535337 -7.233913 -0.0098 -0.0435 -0.0755
H 2.050406 1.693521 -1.213013 0.0233 0.0458 -0.0021
H 0.560202 -2.362049 -2.712067 0.0040 0.0171 -0.0963
H 1.529194 2.722841 0.144735 0.0109 0.0780 0.0106
H -2.065896 -0.217299 -3.121314 -0.0023 0.1767 -0.0220
H 3.130912 1.983760 0.148875 0.0627 0.0659 -0.0348
H 1.145740 -0.734433 4.255531 -0.0070 -0.0461 0.0968
H -3.297518 -1.805798 -7.458703 0.0055 0.0204 -0.0883
```
Positions in Å, forces in eV/Å.


# 2
# C2H5O

2 unconnected molecules or ions with the total composition C2H5O at a distorted geometry (ωB97M-V/def2-TZVPD, the OMol25 dataset).

Its total charge is +1. The HOMO energy (alpha / beta) is -0.5136 / -0.4918 Eh. The calculation puts the orbital gap (alpha / beta) at 4.71 / 3.55 eV.

The geometry in XYZ format:
```
8
Properties=species:S:1:pos:R:3:forces:R:3
O 1.545427 -0.191690 0.423959 -2.6832 -0.6562 2.8501
C -2.381954 -0.030039 0.219014 -0.5368 -2.9926 -1.3331
C 2.453369 0.162916 -0.220469 2.7341 0.5515 -1.0971
H -2.152681 -0.101525 1.310700 -0.0931 0.8180 -0.8994
H -3.232804 0.513490 -0.302094 1.3519 0.0178 0.9943
H 2.228226 0.008274 -1.294403 1.4600 0.7175 -0.3749
H -1.920394 -0.902925 -0.433891 -0.5149 2.1121 1.2741
H 3.460813 0.541500 0.297182 -1.7181 -0.5679 -1.4140
```
Positions in Å, forces in eV/Å.


# 3
# C19H26N4O3

A single C19H26N4O3 molecule at a distorted geometry (ωB97M-V/def2-TZVPD, the OMol25 dataset).

Its total charge is 0. The HOMO energy is -0.2766 Eh. The calculation puts the orbital gap at 7.60 eV. The SMILES is CN(C)c1ccc([C@H](c2c([O-])n(C)c(=O)n(C)c2=O)[NH+]2CCCC2)cc1.

The geometry in XYZ format:
```
52
Properties=species:S:1:pos:R:3:forces:R:3
O 0.266106 1.138039 2.689239 1.0854 -0.1982 -0.4485
O 2.983998 -2.594216 1.667558 0.0055 0.7640 0.3422
O 4.805997 1.410768 2.985051 -0.8480 -0.7145 -0.2448
N 2.547374 1.312229 2.597419 0.8350 -0.8611 0.3398
N 3.849085 -0.658376 2.530318 -0.3564 0.8954 -0.0998
N 0.484255 -1.159809 -0.239849 0.0156 0.8023 -2.2976
N -4.956740 -0.124851 2.939025 -0.8731 -0.3806 0.6652
C 2.773809 -1.412353 2.020436 -0.8656 -0.1519 -0.4791
C 2.498997 2.717736 2.897079 0.0148 0.5283 0.1987
C -1.033769 -1.022506 1.671066 0.1086 -0.1462 -0.3808
C 0.087269 -1.976638 -2.474001 -0.4027 -0.0807 -0.4375
C -3.075927 0.244889 1.415674 0.0805 -0.1527 0.4233
C -3.635278 -0.408190 2.529903 0.8244 0.0321 -0.2888
C 1.849467 -1.427342 -0.847397 0.2126 -0.2560 0.0851
C -5.225620 1.016077 3.806424 0.2680 -0.1888 -0.2543
C -6.046714 -0.344353 1.997874 0.5273 0.0713 0.0750
C 3.815072 0.734214 2.721104 -0.4192 -0.1498 -0.1552
C 1.348671 0.580248 2.435544 -0.7981 0.1156 -0.1461
C -1.585900 -1.695926 2.762101 0.1962 0.2039 -0.1970
C -1.772707 -0.033807 1.022475 -0.3387 -0.1813 0.1055
C -0.551167 -1.845473 -1.093802 0.0641 -0.1615 -0.0956
C 1.590536 -1.736409 -2.317753 0.5047 0.1504 -0.1546
C -2.853525 -1.361005 3.225422 -0.4580 0.4533 -0.3783
C 0.370157 -1.401520 1.182044 0.0119 -0.7127 2.8638
C 1.500526 -0.747081 1.904214 0.9519 0.6461 0.4902
C 5.133310 -1.307344 2.622941 0.3299 -0.3297 0.0744
H 0.348672 -0.154933 -0.393142 -0.0387 -0.1002 0.2630
H 0.520901 -2.481036 1.329029 -0.1624 0.0644 -0.2981
H 1.467470 3.050359 2.812784 0.0868 -0.0474 0.0343
H 1.924028 -0.885020 -2.923306 -0.1542 -0.2779 -0.0286
H -6.156188 0.495328 1.290762 -0.1074 -0.1091 -0.0467
H -5.879620 -1.270003 1.436129 -0.0691 0.1905 0.1047
H -6.973072 -0.430855 2.577390 0.0682 -0.0341 -0.2184
H -0.994328 -2.477888 3.245684 -0.2082 0.2818 -0.0291
H -1.448465 -1.224560 -1.123083 0.1644 -0.2952 0.1722
H -6.172343 0.823549 4.328584 0.2382 0.1466 0.0191
H 2.876348 2.889648 3.909309 -0.0875 0.1697 -0.1425
H -1.353272 0.545501 0.193742 -0.1371 -0.1072 0.3062
H 2.189550 -2.603271 -2.617820 -0.1782 0.2030 0.0207
H -4.417536 1.140632 4.536226 -0.2142 -0.0157 -0.1611
H 2.310900 -2.265760 -0.311869 -0.2428 0.3145 0.0158
H 5.852882 -0.549976 2.926301 0.0016 -0.1688 -0.0218
H -3.269469 -1.837106 4.115726 0.0476 0.0855 -0.3515
H -0.795999 -2.802236 -0.616368 0.1557 0.2493 -0.1083
H 3.140787 3.249304 2.189749 -0.0867 0.0500 0.1677
H -0.137838 -2.960505 -2.898275 0.0629 0.2226 0.0337
H 5.077715 -2.109392 3.365120 0.1385 0.0763 -0.1715
H -5.341071 1.950409 3.226135 0.0809 -0.0428 0.1701
H 2.464476 -0.526544 -0.712585 -0.2271 -0.4324 0.1515
H -3.654335 1.003906 0.885823 0.1106 -0.2066 0.1706
H 5.407703 -1.739275 1.654232 0.0115 0.0405 0.2319
H -0.343039 -1.224379 -3.147646 0.0697 -0.2544 0.1113
```
Positions in Å, forces in eV/Å.


# 4
# C24H16Br2Cl21F17N2O

8 unconnected molecules or ions with the total composition C24H16Br2Cl21F17N2O at a distorted geometry (ωB97M-V/def2-TZVPD, the OMol25 dataset).

Its total charge is 0. The HOMO energy is -0.3958 Eh. The calculation puts the orbital gap at 10.94 eV. The SMILES is C[C@@H](Br)C[C@@](C#N)([C@@H](C#N)CC(=O)Br)C(F)(F)C(F)(F)C(F)(F)C(F)(F)C(F)(F)C(F)(F)C(F)(F)C(F)(F)F.ClC(Cl)Cl.ClC(Cl)Cl.ClC(Cl)Cl.ClC(Cl)Cl.ClC(Cl)Cl.ClC(Cl)Cl.ClC(Cl)Cl.

The geometry in XYZ format:
```
83
Properties=species:S:1:pos:R:3:forces:R:3
Br 8.028471 -0.798708 0.043864 -0.4664 0.0361 -0.0570
Br 4.033704 -2.661380 3.246965 0.0149 0.1247 -0.4147
Cl 1.924792 0.216648 -5.753224 -0.0585 0.0252 0.0215
Cl -6.390681 -0.301896 -0.863609 -0.0056 -0.0856 0.0124
Cl -7.826314 4.175154 1.688209 -0.0063 0.1841 0.0159
Cl -0.605286 7.597576 1.457202 0.0719 0.0860 0.1613
Cl -2.055650 6.045561 -1.242698 -0.0507 -0.0834 -0.0807
Cl -0.441310 -1.378236 -6.308062 -0.0160 0.0290 0.0282
Cl -5.663423 5.900488 2.563164 0.0065 0.0066 -0.0264
Cl 1.133239 3.435361 -3.018358 -0.0384 -0.0951 0.0773
Cl -7.132871 6.529314 0.133991 0.0148 -0.0087 0.0387
Cl 4.152025 -7.342644 0.105281 -0.0478 -0.0113 -0.0125
Cl 1.522902 -6.147864 0.432288 0.1263 -0.2807 0.0274
Cl 1.735313 8.498518 -0.005269 -0.0013 0.0018 0.0406
Cl 2.698670 -7.683621 2.595276 -0.0233 -0.0034 -0.0451
Cl -8.115055 0.970770 1.093649 0.2327 -0.0973 -0.0060
Cl -1.704147 3.749094 0.524209 -0.7417 0.8721 -0.6044
Cl 1.538744 5.733103 0.857505 0.0052 0.0320 0.0271
Cl -1.228300 1.799891 -3.534132 0.0751 0.0127 0.0797
Cl -3.612133 3.628926 -1.646323 -0.0526 0.0844 -0.0613
Cl -0.533459 3.975455 -5.322735 -0.0567 -0.0120 -0.0094
Cl 0.307310 0.786221 -8.099139 -0.0164 -0.0011 0.0385
Cl -5.324223 1.833906 0.751891 -0.0813 -0.0780 0.1484
F 2.053351 2.097712 0.859143 0.0196 0.3894 -0.0748
F -1.549375 0.803320 -0.246012 0.6881 -0.2250 -1.1128
F -0.908149 -4.671112 2.345036 0.3791 0.1899 -0.2636
F -0.213541 -1.544422 -1.147268 0.7758 0.0017 0.4049
F -2.749572 -1.382777 1.161012 -0.3682 0.0024 -0.0840
F -2.071399 0.763984 1.786299 0.0854 -0.1475 0.7062
F -2.327717 -1.710711 -1.173359 -0.4824 -0.1516 -0.0882
F -1.179709 -3.927448 -1.665754 -0.3434 0.1325 -0.4326
F 0.103031 -3.919926 0.012334 0.1069 0.3764 0.8909
F 1.166611 0.907252 -0.678381 -0.4668 -0.6571 -0.6970
F -3.461233 -3.908781 0.073350 -0.1525 0.8048 -0.0296
F -2.679037 -5.848453 2.087355 -0.0231 -0.2636 -0.0729
F -2.213417 -5.588817 -0.262718 0.5764 -0.3835 -0.0553
F 0.339701 0.587483 2.740078 0.4876 -1.2714 0.1160
F -0.859310 -1.895562 1.950672 1.0775 0.0429 -0.0208
F -0.161677 2.227612 1.531705 0.6903 -0.9324 -0.2480
F -2.860728 -3.792157 2.572265 0.0198 0.6247 -0.1431
O 5.893656 -1.007191 -1.709823 0.2904 0.1525 0.6888
N 3.719802 0.875748 3.153018 -0.6227 -0.5965 -1.4825
N 3.930542 2.070257 -1.564452 0.3344 -2.1409 1.2290
C 1.492369 0.892350 0.606928 1.0048 0.4143 0.5640
C 3.857249 -3.276429 0.391606 0.3420 -0.1327 -0.1419
C 1.137606 7.407123 1.246628 -0.0240 -0.1128 -0.1188
C -1.124546 -3.554763 -0.374064 -0.2464 0.0211 -1.1461
C 6.167318 -0.733959 -0.586478 -0.2852 -0.3016 -0.5638
C 2.559294 -7.518907 0.845248 0.0821 0.0372 0.0898
C -0.508011 3.417153 -3.646653 0.1082 0.0297 -0.0363
C 3.774556 -0.133380 -0.119959 0.3533 0.0026 -0.8246
C 2.111921 -1.518863 1.321697 -0.0947 0.1141 0.3623
C -7.234842 5.833316 1.752258 0.0042 -0.0719 -0.0141
C 2.634308 -0.118218 0.936468 0.7468 0.2774 1.4863
C 5.172521 -0.349500 0.502795 0.4619 -0.1816 -0.7890
C 3.931828 1.079202 -0.947442 -1.0282 2.2430 -1.0730
C 3.258491 0.456024 2.174692 0.2277 0.4435 1.4499
C 3.032481 -2.720523 1.552700 -0.3898 -0.7115 -0.4145
C -2.142459 -4.649051 1.863629 -0.5130 -0.6840 0.6782
C -1.426308 -1.260123 0.920274 -1.2734 -0.0891 -0.2923
C 0.179854 0.891146 1.456162 -0.8699 1.9660 -0.0909
C 0.293523 0.224325 -6.426729 0.1184 -0.0370 -0.0631
C -1.256331 -2.003969 -0.435981 -0.0272 0.2977 -0.1583
C -2.846976 4.678550 -0.451467 0.1820 -0.0903 0.1226
C -1.165938 0.283858 0.903529 -0.5038 -0.0035 1.3692
C -2.243391 -4.384537 0.324318 0.0041 -0.6809 0.3150
C -6.449731 0.481062 0.717401 -0.0778 0.0068 -0.1274
H -6.140384 -0.240104 1.462640 -0.0207 0.0207 0.0091
H -7.932715 6.422482 2.332616 0.0227 0.0205 -0.0157
H 3.539061 -0.928859 -0.826511 0.1459 -0.0738 -0.0105
H 1.621759 7.664292 2.179372 -0.0087 0.0024 -0.0102
H 2.101950 -8.418155 0.453735 -0.0050 0.0195 -0.0055
H 1.344236 -1.818655 0.606226 0.3061 -0.1107 -0.2510
H 3.839152 -4.362172 0.433765 0.0841 -0.0655 0.1334
H -1.109294 4.094152 -3.051374 -0.0410 -0.0499 -0.0317
H 5.207184 -1.149644 1.239455 -0.0053 0.2884 0.2994
H 1.597474 -1.402491 2.276553 -0.1265 0.1300 -0.0913
H 2.334733 -3.526542 1.774359 -0.1659 0.1508 0.1217
H 3.444796 -3.025192 -0.588357 -0.1706 0.1342 0.1148
H 4.908846 -2.995200 0.385483 -0.0628 0.1157 0.0753
H -3.610312 5.062673 0.208588 -0.1381 0.0935 0.0003
H 5.538331 0.594117 0.903928 -0.0528 -0.1435 0.4611
H -0.303732 0.909765 -5.842453 -0.0203 0.0256 -0.0124
```
Positions in Å, forces in eV/Å.


# 5
# C2H10O3

3 unconnected molecules or ions with the total composition C2H10O3 at a distorted geometry (ωB97M-V/def2-TZVPD, the OMol25 dataset).

Its total charge is 0. The HOMO energy is -0.3871 Eh. The calculation puts the orbital gap at 11.33 eV. The SMILES is CCO.O.O.

The geometry in XYZ format:
```
15
Properties=species:S:1:pos:R:3:forces:R:3
O -1.066314 -0.268811 0.426249 0.8075 0.9887 1.6805
O 1.350692 1.019374 1.926160 0.2968 0.2827 1.9077
O 2.889273 -0.201184 -0.070657 -12.7622 -3.3823 4.1834
C -1.679115 -0.462062 -1.919568 1.6314 3.1615 -4.6528
C -2.075913 -0.276054 -0.502238 -1.5649 0.1961 -0.0682
H 3.562786 0.167133 -0.336482 11.3277 5.6466 -4.4193
H -2.515448 0.743286 -0.445835 0.0280 -0.7762 0.2241
H 0.550952 0.632073 1.564010 -0.5225 -0.0581 0.3184
H 1.322603 0.950266 2.928905 -0.1858 0.0010 -2.1531
H -2.292334 0.299501 -2.512527 0.7363 -0.4117 0.7763
H 2.247776 0.601487 0.039641 1.6445 -2.4192 0.1298
H -0.410593 -0.912736 0.250493 0.8803 -1.2234 -0.4706
H -1.878228 -1.227260 -2.624318 -0.6176 -2.2341 0.6666
H -2.844431 -1.020407 -0.210408 0.1201 0.3580 -0.2117
H -0.602124 -0.199685 -2.376657 -1.8196 -0.1297 2.0888
```
Positions in Å, forces in eV/Å.


# 6
# C4H8NOP

2 unconnected molecules or ions with the total composition C4H8NOP at a distorted geometry (ωB97M-V/def2-TZVPD, the OMol25 dataset).

Its total charge is 0. The HOMO energy (alpha / beta) is -0.3106 / -0.3591 Eh. The calculation puts the orbital gap (alpha / beta) at 7.84 / 8.89 eV.

The geometry in XYZ format:
```
15
Properties=species:S:1:pos:R:3:forces:R:3
P 1.686598 0.302652 0.187383 -1.2831 1.2967 -0.7831
O 2.960277 0.243469 0.902319 1.0888 0.6212 -0.1154
N 0.732321 2.367693 -1.311796 -0.8392 -2.4077 0.5282
C 0.277422 -0.002611 1.289538 -0.1314 0.3673 1.5434
C 0.067215 -1.526754 -0.577068 -0.0934 -0.1015 -1.3600
C -0.703043 -0.683138 0.373507 -2.8678 1.0266 -0.1738
C 1.282641 -1.031380 -0.897600 0.0640 -2.2275 -0.6617
H -0.148701 0.867268 1.942099 1.0588 -1.7233 -1.2473
H -1.168096 0.140835 -0.223511 0.2595 -0.3921 -0.0300
H 0.795312 -0.826791 1.863873 -0.6824 1.0486 0.2211
H -0.222888 2.209869 -0.830338 1.6178 0.2586 -1.0910
H 0.633227 1.883120 -2.274948 0.0853 0.6260 1.9421
H -1.666974 -1.091714 0.820307 1.6511 -0.1681 -0.1030
H 1.971441 -1.584525 -1.590926 -0.7104 1.0314 0.6677
H -0.442839 -2.366660 -1.119540 0.7823 0.7438 0.6627
```
Positions in Å, forces in eV/Å.